Below is a molecular structure, C43H48N2O3P2S3SiY, with properties calculated with ωB97M-V/def2-TZVPD.

Summary:
Orbital gap   6.97 eV
Net charge   -1
HOMO level   -4.6 eV
Spin multiplicity   1
Max |F|   0.40 eV/Å
Calculated total energy   -4207.9711 Ha

XYZ file:
```
103
Properties=species:S:1:pos:R:3:lowdin_charge:R:1
Y -0.35494 -1.04163 0.24480 1.216
S 0.38096 -1.40116 2.89655 0.267
S -0.88670 -1.92309 -2.69809 0.589
S 3.63587 -1.55582 -0.29177 0.300
P 1.38531 0.31301 2.39856 0.405
P 2.85264 0.29978 -0.15759 0.401
Si -3.95693 0.43900 0.51197 0.374
O -0.65019 -3.03444 -3.57766 -0.282
O 0.24732 -1.12922 -2.21774 -0.370
O 0.90044 -3.16714 0.02502 -0.261
N -2.48214 -3.33449 0.39838 0.105
N -1.61163 -2.24421 -1.34442 -0.217
C 1.95555 1.88631 -4.40330 -0.098
C 2.99585 0.31735 3.25176 -0.327
C 3.57029 1.52362 3.65074 -0.085
C -3.64695 -0.31837 -5.15915 -0.040
C -3.28124 -4.24254 0.94845 -0.153
C -2.41892 -3.26557 -0.94369 -0.409
C 4.84792 1.54419 4.18955 -0.092
C 5.50245 0.99172 0.59255 -0.107
C -3.69387 1.01189 -4.75525 -0.274
C 6.48390 1.88801 1.00170 -0.096
C -2.76560 -1.21371 -4.56955 -0.051
C 1.27028 2.39083 -3.30665 -0.098
C -4.04168 -5.13722 0.21536 -0.091
C -1.92319 -0.77389 -3.56292 -0.266
C -4.69015 -0.35198 2.06234 -0.192
C 6.18031 3.23058 1.16513 -0.108
C -3.13642 -4.14067 -1.76962 -0.013
C -2.82236 1.43710 -3.75412 -0.036
C -0.43638 3.90056 3.11433 -0.085
C 0.49676 1.68104 3.21826 -0.361
C 2.91675 0.90140 -4.22125 -0.086
C -3.95149 -5.07860 -1.17143 -0.081
C -4.67642 1.97535 -5.36535 -0.053
C -4.75251 2.15386 0.31977 -0.201
C 2.50378 0.91573 -1.84812 -0.343
C 2.08341 -5.25304 0.37424 -0.078
C 4.99463 -0.84078 3.92957 -0.085
C 3.90887 2.78529 0.51939 -0.094
C -0.84093 3.79468 4.43647 -0.101
C -4.62962 -0.56967 -0.93968 -0.171
C 0.08297 1.57637 4.54380 -0.098
C 5.56087 0.36070 4.32894 -0.100
C 4.20941 1.43430 0.34811 -0.321
C 3.19187 0.42013 -2.94876 -0.100
C 1.02221 -4.29884 0.88450 -0.316
C 0.23348 2.84488 2.50693 -0.095
C -2.13348 0.52707 0.67753 -0.388
C 1.54149 1.90490 -2.03501 -0.112
C -0.58018 2.63099 5.15141 -0.090
C 3.71500 -0.86475 3.39167 -0.108
C -1.94163 0.55392 -3.15635 -0.060
C 1.44011 0.56235 0.73494 -0.651
C 4.88736 3.68011 0.92229 -0.094
H 1.79809 -2.76471 -0.09890 -0.061
H -5.11606 1.56901 -6.27593 0.071
H -1.73790 1.40092 0.12990 -0.027
H 6.56221 0.37706 4.74269 0.096
H 6.94591 3.92720 1.48588 0.093
H 0.54308 2.89190 1.46915 0.082
H 0.26818 0.65707 5.08690 0.092
H 5.72488 -0.06090 0.46932 0.054
H 5.29090 2.48637 4.48782 0.100
H -3.30612 -4.25247 2.03329 0.107
H 3.91596 -0.37145 -2.80002 0.069
H 1.25056 -3.96445 1.90014 0.073
H -3.03794 -4.06943 -2.84370 0.101
H 3.26859 -1.79576 3.06707 0.075
H 2.89478 3.12860 0.34759 0.095
H 3.44413 0.49503 -5.07574 0.097
H -5.48722 2.18859 -4.66549 0.083
H -1.91367 0.73520 1.73717 -0.032
H 1.84502 -5.58520 -0.63715 0.079
H 4.64214 4.72753 1.05190 0.096
H 0.99028 2.26460 -1.17289 0.084
H -4.30110 -1.36789 2.17952 0.010
H -4.30951 -0.66087 -5.94560 0.108
H 0.04076 -4.77412 0.89681 0.107
H 1.73349 2.25234 -5.39859 0.094
H 5.55193 -1.76428 4.02847 0.099
H 0.51188 3.15311 -3.44399 0.097
H -0.90493 2.54310 6.18100 0.096
H -2.84037 2.47212 -3.43162 0.118
H -4.67808 -5.85553 0.71285 0.090
H 7.48730 1.53061 1.20093 0.098
H -4.20291 2.74499 -0.41946 0.010
H -4.52338 -5.76403 -1.78540 0.102
H 3.01816 2.44892 3.53662 0.106
H -1.36842 4.61381 4.91021 0.094
H -1.26794 0.88887 -2.37849 0.096
H 3.05756 -4.76046 0.35478 0.064
H 2.15137 -6.12686 1.02565 0.072
H -2.72093 -2.24664 -4.88970 0.109
H -4.19711 2.92438 -5.60920 0.077
H -5.78162 -0.40919 2.01691 0.020
H -0.65089 4.80024 2.55041 0.097
H -4.42217 -1.63510 -0.81526 0.008
H -4.71685 2.70404 1.26462 0.017
H -5.71693 -0.44764 -0.98934 0.025
H -5.79738 2.09837 -0.00202 0.013
H -4.21539 -0.25762 -1.90276 0.006
H -4.41479 0.21439 2.95608 0.022
```